Computed, not measured: an isolated ion of composition C6H15N5S and charge +2, with ωB97M-V/def2-TZVPD.

Element x y z (Å)
H (0.102, -0.680, 2.787)
N (-0.337, -0.525, 1.860)
C (-1.585, -0.504, 1.730)
N (-2.289, -0.696, 0.532)
C (-1.783, -0.973, -0.659)
N (-2.593, -1.315, -1.622)
N (-0.469, -1.047, -0.839)
C (0.652, -0.278, -0.328)
C (1.957, -0.930, -0.330)
C (2.545, -1.053, 1.113)
N (0.584, 1.054, -0.401)
S (-0.705, 2.211, -0.662)
C (0.360, 3.689, -0.813)
H (-2.350, -0.654, 2.518)
H (-3.228, -0.750, 0.617)
H (-3.613, -1.439, -1.431)
H (-2.348, -1.781, -2.491)
H (-0.277, -1.690, -1.680)
H (1.856, -2.003, -0.695)
H (2.706, -0.409, -0.960)
H (3.509, -1.583, 0.941)
H (2.034, -1.850, 1.750)
H (2.438, -0.151, 1.673)
H (1.380, 1.593, -0.171)
H (1.231, 3.213, -1.210)
H (0.452, 4.236, 0.213)
H (-0.228, 4.315, -1.442)

Values from the calculation:
Highest occupied orbital energy: -16.30 eV
Frontier orbital gap: 8.528 eV
Largest force on an atom: 3.9 eV/A
Total energy: -24733.2274 eV
LUMO level: -7.77 eV
Energy relative to the best compared isomer or geometry (same formula, charge and spin): 90.56 kJ/mol
Charge: +2

=====

Computed, not measured: C24H25AsIN4O7S2Sn as an isolated structure, with ωB97M-V/def2-TZVPD.

Element x y z (Å)
Sn (0.230, -0.722, -0.146)
C (3.316, 3.380, 0.818)
N (2.686, 3.265, -0.486)
C (3.170, 3.771, -1.680)
C (2.318, 3.407, -2.645)
N (1.299, 2.665, -2.044)
C (1.532, 2.573, -0.690)
S (0.645, 1.899, 0.556)
C (0.186, 2.151, -2.767)
C (-0.268, 2.818, -3.895)
C (-1.347, 2.278, -4.576)
C (-1.937, 1.118, -4.107)
C (-1.412, 0.532, -2.968)
N (-0.358, 1.040, -2.324)
H (4.331, 3.749, 0.685)
H (3.325, 2.402, 1.295)
H (2.752, 4.058, 1.459)
H (4.088, 4.331, -1.740)
H (2.361, 3.565, -3.707)
H (0.176, 3.751, -4.213)
H (-1.729, 2.777, -5.458)
H (-2.791, 0.678, -4.606)
H (-1.830, -0.379, -2.542)
O (-1.685, -2.403, 3.301)
As (-0.247, -1.331, 3.376)
O (0.547, -1.921, 4.691)
O (0.683, -1.400, 1.984)
C (-1.061, 0.365, 3.926)
C (-0.681, 0.753, 5.212)
C (-1.284, 1.840, 5.828)
C (-2.267, 2.565, 5.166)
C (-2.662, 2.191, 3.893)
C (-2.074, 1.088, 3.278)
S (-2.715, 0.631, 1.683)
O (-2.683, 1.818, 0.861)
O (-4.043, 0.086, 1.903)
O (-1.734, -0.412, 1.291)
H (-1.567, -2.922, 4.112)
H (0.077, 0.166, 5.713)
H (-0.999, 2.108, 6.839)
H (-2.725, 3.422, 5.645)
H (-3.429, 2.732, 3.353)
C (2.684, -0.624, -0.710)
C (2.507, -1.732, -1.633)
C (2.258, -1.534, -3.009)
C (1.991, -2.592, -3.866)
C (1.941, -3.899, -3.392)
C (2.141, -4.119, -2.032)
C (2.404, -3.065, -1.170)
H (3.015, 0.303, -1.183)
H (3.257, -0.863, 0.184)
H (2.290, -0.518, -3.397)
H (1.818, -2.396, -4.919)
H (1.726, -4.723, -4.061)
H (2.088, -5.129, -1.638)
H (2.557, -3.250, -0.110)
N (-3.704, -2.618, 0.692)
C (-2.598, -2.928, -0.013)
O (-2.245, -2.358, -1.037)
C (-1.704, -4.049, 0.497)
I (-2.724, -5.762, 1.257)
H (-4.036, -1.668, 0.590)
H (-3.696, -2.907, 1.659)
H (-1.105, -3.670, 1.323)
H (-1.063, -4.380, -0.307)

Values from the calculation:
Highest occupied orbital energy: -3.89 eV
Frontier orbital gap: 5.964 eV
Largest force on an atom: 1.1 eV/A
Total energy: -142031.2635 eV
LUMO level: 2.07 eV
Energy relative to the best compared isomer or geometry (same formula, charge and spin): 80.82 kJ/mol
Charge: -1

=====

Computed, not measured: C19H23NS2Ti as an isolated structure, with ωB97M-V/def2-TZVPD.

Element x y z (Å)
Ti (-0.159, 0.831, -1.240)
C (1.886, 3.253, -0.105)
C (0.783, 2.270, 0.352)
C (-0.580, 2.699, 0.405)
C (-0.933, 4.139, 0.277)
C (-1.544, 1.792, 0.897)
C (-2.840, 2.409, 1.484)
C (-1.204, 0.433, 1.067)
C (-2.261, -0.567, 1.214)
C (0.186, 0.076, 1.364)
C (0.674, -1.234, 1.940)
C (1.163, 0.962, 0.916)
C (2.612, 0.635, 1.043)
H (1.511, 3.813, -0.942)
H (2.762, 2.635, -0.545)
H (2.189, 3.963, 0.694)
H (-1.495, 4.137, -0.667)
H (-0.101, 4.866, 0.134)
H (-1.560, 4.468, 1.100)
H (-3.301, 3.072, 0.751)
H (-2.551, 3.120, 2.315)
H (-3.419, 1.594, 1.971)
H (-2.222, -1.248, 2.056)
H (-2.274, -1.258, 0.339)
H (-3.245, -0.092, 1.275)
H (0.974, -1.846, 1.047)
H (-0.114, -1.745, 2.561)
H (1.517, -1.079, 2.607)
H (2.850, -0.365, 0.639)
H (2.931, 0.641, 2.099)
H (3.234, 1.333, 0.490)
S (1.929, 0.757, -2.773)
C (1.676, -0.850, -2.285)
N (0.412, -1.066, -1.948)
C (0.157, -2.451, -1.653)
C (-1.051, -3.055, -1.596)
C (-1.123, -4.444, -1.490)
C (0.050, -5.220, -1.595)
C (1.281, -4.600, -1.676)
C (1.364, -3.205, -1.758)
S (2.773, -2.263, -2.201)
H (-1.981, -2.448, -1.556)
H (-2.057, -5.038, -1.263)
H (-0.060, -6.305, -1.757)
H (2.249, -5.076, -1.599)
H (-1.081, 1.554, -2.387)

Values from the calculation:
Highest occupied orbital energy: -14.83 eV
Frontier orbital gap: 5.900 eV
Largest force on an atom: 3.3 eV/A
Total energy: -66335.1263 eV
LUMO level: -8.93 eV
Energy relative to the best compared isomer or geometry (same formula, charge and spin): 75.39 kJ/mol
Charge: +2

=====

Computed, not measured: the molecule C8H6O3, with ωB97M-V/def2-TZVPD.

Element x y z (Å)
C (-1.198, 1.808, 0.119)
C (-2.474, 2.193, -0.103)
C (-2.457, 0.067, -0.661)
C (-1.216, 0.401, -0.229)
C (1.253, -0.337, -0.147)
C (0.013, -0.262, -0.120)
C (2.737, 1.092, 1.048)
C (2.168, 0.307, -1.036)
O (2.960, 1.865, 1.913)
O (-3.273, 1.190, -0.529)
O (2.874, 1.268, -0.310)
H (-0.410, 2.416, 0.320)
H (-2.977, 3.108, 0.027)
H (-2.856, -0.875, -1.043)
H (2.077, -0.313, 0.872)
H (2.878, -0.329, -1.538)
H (1.642, 0.953, -1.805)

Values from the calculation:
Highest occupied orbital energy (spin up / spin down): -7.81 / -7.66 eV
Frontier orbital gap (spin up / spin down): 7.265 / 7.018 eV
Largest force on an atom: 4.0 eV/A
Total energy: -14529.3189 eV
LUMO level (spin up / spin down): -0.54 / -0.65 eV
Energy relative to the best compared isomer or geometry (same formula, charge and spin): 603.45 kJ/mol
Charge: 0

=====

Computed, not measured: C40H29AsCl5N2O3PtS2 as an isolated structure, with ωB97M-V/def2-TZVPD.

Element x y z (Å)
Pt (1.353, -1.008, 0.794)
C (5.484, -0.146, 1.858)
C (4.282, -0.792, 1.248)
N (3.095, -0.345, 1.507)
N (3.025, 0.725, 2.399)
C (1.917, 0.764, 3.054)
S (0.636, -0.409, 2.875)
S (1.698, 2.047, 4.233)
C (0.171, 2.833, 3.564)
C (0.443, 3.688, 2.360)
C (0.519, 5.071, 2.473)
C (0.833, 5.852, 1.369)
C (1.084, 5.254, 0.144)
C (1.006, 3.873, 0.021)
C (0.678, 3.097, 1.119)
C (4.447, -1.926, 0.345)
C (5.596, -2.085, -0.420)
C (5.725, -3.182, -1.255)
C (4.724, -4.159, -1.318)
C (3.572, -4.027, -0.584)
C (3.416, -2.912, 0.268)
O (2.355, -2.809, 1.014)
H (5.312, 0.035, 2.916)
H (5.658, 0.829, 1.397)
H (6.359, -0.774, 1.730)
H (-0.219, 3.418, 4.396)
H (-0.542, 2.043, 3.344)
H (0.341, 5.542, 3.434)
H (0.891, 6.928, 1.471)
H (1.343, 5.863, -0.713)
H (1.197, 3.398, -0.933)
H (0.604, 2.020, 1.010)
H (6.378, -1.340, -0.388)
H (6.613, -3.286, -1.863)
H (4.856, -5.018, -1.964)
H (2.781, -4.760, -0.615)
Cl (-0.002, -1.444, -6.518)
C (0.595, -1.233, -4.919)
C (0.371, -2.202, -3.949)
Cl (-0.471, -3.644, -4.357)
C (0.843, -2.022, -2.652)
Cl (0.577, -3.230, -1.447)
C (1.574, -0.886, -2.281)
O (2.070, -0.647, -1.088)
C (1.793, 0.079, -3.285)
Cl (2.670, 1.495, -2.843)
C (1.313, -0.087, -4.576)
Cl (1.593, 1.129, -5.757)
O (-0.495, -0.702, 0.066)
As (-2.164, -0.458, 0.137)
C (-2.981, -1.294, -1.367)
C (-3.594, -0.550, -2.369)
C (-4.176, -1.208, -3.444)
C (-4.143, -2.592, -3.510)
C (-3.535, -3.331, -2.503)
C (-2.949, -2.685, -1.430)
C (-2.968, -1.236, 1.681)
C (-2.281, -2.160, 2.456)
C (-2.921, -2.750, 3.537)
C (-4.235, -2.417, 3.831)
C (-4.925, -1.507, 3.041)
C (-4.295, -0.915, 1.957)
C (-2.361, 1.431, 0.065)
C (-1.865, 2.084, -1.062)
C (-1.956, 3.463, -1.140)
C (-2.520, 4.183, -0.095)
C (-2.986, 3.531, 1.037)
C (-2.909, 2.148, 1.122)
H (-3.641, 0.529, -2.311)
H (-4.656, -0.636, -4.227)
H (-4.595, -3.100, -4.352)
H (-3.514, -4.411, -2.558)
H (-2.483, -3.265, -0.642)
H (-1.263, -2.439, 2.213)
H (-2.392, -3.470, 4.146)
H (-4.729, -2.874, 4.679)
H (-5.956, -1.264, 3.262)
H (-4.843, -0.221, 1.331)
H (-1.399, 1.526, -1.866)
H (-1.573, 3.977, -2.012)
H (-2.579, 5.261, -0.156)
H (-3.406, 4.098, 1.857)
H (-3.269, 1.641, 2.009)

Values from the calculation:
Highest occupied orbital energy (spin up / spin down): -10.33 / -10.33 eV
Frontier orbital gap (spin up / spin down): 5.845 / 4.753 eV
Largest force on an atom: 1.2 eV/A
Total energy: -199433.5566 eV
LUMO level (spin up / spin down): -4.48 / -5.58 eV
Energy relative to the best compared isomer or geometry (same formula, charge and spin): 153.01 kJ/mol
Charge: +1

=====

Computed, not measured: a 2-piece molecular cluster, C3H10NOS overall, with ωB97M-V/def2-TZVPD.

Element x y z (Å)
C (0.159, 0.371, -2.620)
N (-0.951, 0.277, -1.711)
C (-0.878, 0.807, -0.366)
C (-0.421, -0.123, 0.742)
S (-1.136, 0.387, 2.394)
H (-0.148, -0.002, -3.596)
H (1.021, -0.225, -2.300)
H (0.484, 1.408, -2.720)
H (-1.831, -0.063, -2.059)
H (-0.242, 1.696, -0.430)
H (-1.844, 1.196, -0.072)
H (0.651, -0.189, 0.850)
H (-0.834, -1.130, 0.617)
H (1.611, -1.561, 4.434)
H (1.983, -1.289, 2.991)
O (2.376, -1.560, 3.845)

Values from the calculation:
Highest occupied orbital energy: -2.41 eV
Frontier orbital gap: 6.107 eV
Largest force on an atom: 1.6 eV/A
Total energy: -17646.3036 eV
LUMO level: 3.70 eV
Energy relative to the best compared isomer or geometry (same formula, charge and spin): 109.90 kJ/mol
Charge: -1

=====

charge of number 2 (C24H25AsIN4O7S2Sn)?
-1

=====

The highest largest force on an atom belongs to which entry?
C8H6O3

=====

What is the formula in the third record?
C19H23NS2Ti